ORCA calculation (ωB97M-V/def2-TZVPD) on C16H48B3F12O8S8Y as an isolated structure.

Properties
Charge ... 0
Kohn-Sham gap ... 8.2 eV
LUMO level ... -0.43 eV
HOMO ... -8.63 eV

```
96
C16H48B3F12O8S8Y | OMol25 | ωB97M-V/def2-TZVPD
Y 2.292 0.312 -3.063
B -0.171 -0.002 -0.549
F -1.139 -0.493 -1.437
F 1.076 0.119 -1.242
F -0.557 1.250 -0.046
F 0.003 -0.891 0.534
B 3.281 3.069 -2.775
F 2.927 4.397 -2.755
F 2.953 2.430 -3.985
F 4.605 2.929 -2.377
F 2.381 2.350 -1.904
B 3.255 -2.589 -3.077
F 4.580 -2.628 -2.632
F 2.805 -3.887 -3.255
F 2.404 -1.913 -2.193
F 3.079 -1.791 -4.249
C -2.800 3.298 1.106
S -2.664 3.893 2.835
O -2.524 2.752 3.789
C -1.023 4.641 2.578
H -2.981 4.106 0.398
H -3.582 2.546 1.027
H -1.890 2.792 0.766
H -0.284 3.853 2.415
H -0.804 5.312 3.401
H -0.978 5.184 1.629
C -0.344 -1.857 4.233
S -0.549 -3.573 4.680
O -0.893 -3.508 6.139
C -2.159 -3.734 3.831
H -0.488 -1.737 3.156
H 0.667 -1.574 4.517
H -1.097 -1.214 4.690
H -2.838 -4.428 4.328
H -2.002 -4.234 2.871
H -2.638 -2.759 3.804
C 0.014 4.200 -3.802
S -0.582 2.486 -3.992
O 0.575 1.622 -3.575
C -1.678 2.412 -2.571
H 0.296 4.304 -2.756
H -0.731 4.971 -3.987
H 0.831 4.221 -4.517
H -2.568 3.025 -2.698
H -1.077 2.700 -1.710
H -1.978 1.367 -2.497
C -1.738 -3.442 0.072
S -0.967 -5.037 -0.367
O -1.448 -5.533 -1.698
C 0.721 -4.438 -0.661
H -1.548 -2.699 -0.696
H -1.284 -3.170 1.026
H -2.793 -3.539 0.325
H 1.067 -3.825 0.178
H 0.773 -3.800 -1.541
H 1.395 -5.290 -0.689
C 0.789 0.999 2.880
S 2.197 0.973 4.043
O 3.313 0.193 3.435
C 2.556 2.739 3.750
H 1.150 1.397 1.924
H -0.034 1.596 3.268
H 0.539 -0.013 2.579
H 2.502 2.910 2.680
H 3.572 2.956 4.093
H 1.967 3.353 4.431
C -1.576 -0.677 -5.276
S -0.224 -1.794 -4.849
O 0.596 -1.042 -3.837
C -1.192 -2.987 -3.872
H -2.272 -1.189 -5.944
H -1.166 0.131 -5.880
H -2.060 -0.343 -4.362
H -1.764 -2.439 -3.123
H -0.441 -3.541 -3.301
H -1.783 -3.743 -4.380
C 4.849 1.264 0.834
S 4.861 -0.010 -0.441
O 3.618 0.252 -1.289
C 4.429 -1.430 0.599
H 3.811 1.362 1.132
H 5.354 2.135 0.421
H 5.427 0.959 1.707
H 5.389 -1.701 1.038
H 4.110 -2.173 -0.131
H 3.666 -1.195 1.334
C -2.819 -0.120 1.836
S -4.196 -1.253 1.671
O -4.807 -1.331 3.050
C -5.324 -0.109 0.855
H -3.103 0.709 2.505
H -2.411 0.336 0.940
H -2.052 -0.525 2.495
H -5.420 0.673 1.608
H -6.243 -0.636 0.616
H -4.990 0.361 -0.075
```

Partial atomic charges computed with the Mulliken method, in multiples of e: 1.135, -0.360, -0.722, 1.117, -0.162, -0.381, 0.428, -0.323, -0.395, -0.351, -0.189, 0.190, -0.347, -0.323, -0.095, -0.485, -0.297, 0.357, -0.555, -0.530, 0.538, 0.193, -0.244, -0.110, 0.389, 0.353, -0.049, 0.462, -0.658, -0.416, -0.559, 0.339, 0.418, 0.464, 0.103, -0.030, -1.005, 0.288, -0.414, -0.274, 0.269, 0.451, 0.352, 0.682, -0.151, -0.091, 0.269, 0.379, -0.640, -0.335, -0.422, -0.402, 0.575, 0.260, -0.301, 0.520, 0.581, 0.286, -0.523, -0.864, -0.160, 0.350, -0.610, 0.178, 0.403, 0.387, -0.799, 0.274, 0.114, -0.375, 0.481, 0.339, 0.065, -0.015, -0.013, 0.479, -0.579, 0.289, -0.076, -0.610, -0.126, 0.404, 0.444, 0.493, 0.077, 0.202, 0.976, 0.730, -0.722, -1.068, 0.392, -0.323, -0.947, 0.327, 0.397, 0.227

ORCA calculation (ωB97M-V/def2-TZVPD) on C16H48BF4KO8 as an isolated structure.

Properties
Charge ... -1
Kohn-Sham gap (spin up / spin down) ... 2.6 / 9.5 eV
LUMO level (spin up / spin down) ... 2.14 / 2.41 eV
Multiplicity ... 2
HOMO (spin up / spin down) ... -0.43 / -7.10 eV

```
78
C16H48BF4KO8 | OMol25 | ωB97M-V/def2-TZVPD
K 15.456 -14.173 -0.155
B 17.901 -12.096 1.733
F 17.308 -12.350 0.520
F 17.934 -13.311 2.370
F 19.156 -11.626 1.675
F 17.105 -11.359 2.586
C 19.181 -10.138 -1.578
C 20.622 -10.422 -1.249
O 20.820 -11.715 -0.700
H 18.598 -9.853 -0.702
H 18.727 -10.952 -2.144
H 19.063 -9.253 -2.203
H 20.893 -9.693 -0.485
H 21.270 -10.210 -2.099
H 20.139 -11.796 -0.028
C 14.345 -7.758 0.693
C 15.155 -8.960 1.110
O 16.269 -8.523 1.859
H 14.480 -6.848 1.277
H 13.278 -7.848 0.894
H 14.658 -7.449 -0.305
H 15.464 -9.630 0.309
H 14.625 -9.536 1.869
H 16.767 -9.340 1.934
C 19.206 -7.866 3.458
C 19.706 -8.531 2.227
O 20.487 -9.636 2.661
H 18.614 -6.972 3.259
H 19.864 -7.685 4.308
H 18.417 -8.481 3.891
H 20.363 -7.847 1.691
H 18.864 -8.865 1.621
H 20.022 -10.468 2.550
C 19.974 -14.469 -2.588
C 19.033 -14.800 -1.393
O 17.744 -14.911 -1.985
H 19.754 -13.513 -3.064
H 19.894 -15.167 -3.421
H 21.013 -14.344 -2.283
H 19.060 -13.972 -0.685
H 19.239 -15.651 -0.744
H 17.767 -15.721 -2.499
C 20.029 -18.147 4.160
C 19.602 -17.752 2.742
O 18.784 -16.644 2.841
H 20.598 -17.368 4.668
H 20.594 -19.079 4.147
H 19.155 -18.346 4.779
H 19.063 -18.600 2.319
H 20.464 -17.577 2.099
H 19.384 -15.897 2.782
C 22.532 -15.101 1.683
C 21.298 -14.234 1.573
O 20.451 -14.532 2.711
H 23.099 -15.216 0.760
H 22.205 -16.105 1.956
H 23.244 -14.745 2.427
H 20.685 -14.463 0.701
H 21.610 -13.191 1.630
H 19.569 -14.169 2.604
C 17.233 -12.386 5.530
C 16.780 -10.927 5.667
O 15.566 -10.904 5.066
H 16.525 -13.146 5.862
H 18.137 -12.451 6.137
H 17.429 -12.616 4.483
H 17.526 -10.325 5.147
H 16.665 -10.725 6.732
H 15.738 -10.776 4.130
C 15.784 -11.190 -2.754
C 14.547 -12.123 -2.909
O 14.013 -12.519 -1.673
H 16.594 -11.578 -2.137
H 15.446 -10.265 -2.287
H 16.232 -10.950 -3.718
H 15.066 -12.954 -3.387
H 13.848 -11.651 -3.600
H 13.078 -12.360 -1.822
```

Partial atomic charges computed with the Mulliken method, in multiples of e: -0.380, 0.584, -0.140, -0.402, 0.163, 0.219, -0.484, -0.347, -0.409, -0.063, -0.057, 0.524, 0.201, 0.390, 0.021, -1.413, 0.520, -0.532, 0.351, 0.375, 0.334, 0.012, 0.136, 0.019, -0.944, 0.396, -0.672, 0.340, 0.339, -0.062, 0.357, -0.262, 0.439, -1.124, 0.640, -0.303, 0.215, 0.438, 0.299, -0.472, 0.227, 0.268, -1.098, -0.207, -0.487, 0.270, 0.374, 0.295, 0.354, 0.127, 0.430, -1.306, 0.889, -0.717, 0.366, 0.221, 0.346, -0.503, 0.185, 0.419, -0.578, 0.115, -0.625, 0.372, 0.327, -0.204, -0.220, 0.416, 0.304, -0.501, -0.501, -1.187, -0.141, 0.219, 0.404, 0.230, 0.444, 0.427

ORCA calculation (ωB97M-V/def2-TZVPD) on a 9-piece molecular cluster, C16H48BF4O8 overall.

Properties
Charge ... -1
Kohn-Sham gap ... 9.6 eV
ΔE to the lowest compared entry with this formula, charge and spin ... 8.315 eV
LUMO level ... 2.78 eV
HOMO ... -6.87 eV

```
77
C16H48BF4O8 | OMol25 | ωB97M-V/def2-TZVPD
B 0.079 -0.610 -0.248
F -0.804 -0.001 -1.206
F 1.310 -0.513 -0.745
F -0.093 -0.062 0.941
F -0.341 -1.903 -0.177
C -2.799 -2.726 -4.426
C -2.185 -2.033 -3.196
O -1.024 -1.420 -3.524
H -3.767 -3.093 -4.053
H -2.370 -3.524 -4.671
H -2.840 -2.007 -5.033
H -1.869 -2.849 -2.546
H -3.007 -1.466 -2.520
H -0.563 -1.088 -2.731
C 2.119 0.695 -5.266
C 1.774 1.053 -3.906
O 2.621 0.367 -2.966
H 1.529 1.224 -6.140
H 1.788 -0.420 -5.500
H 3.294 0.788 -5.413
H 0.684 0.890 -3.588
H 1.886 2.045 -3.709
H 2.025 0.335 -2.095
C -3.393 -2.536 2.749
C -3.254 -2.761 1.228
O -2.052 -3.423 0.946
H -4.305 -2.006 2.800
H -2.750 -1.863 3.331
H -3.637 -3.473 3.235
H -3.329 -1.900 0.617
H -4.019 -3.319 0.831
H -1.407 -2.908 0.283
C -4.857 1.031 1.077
C -3.401 1.287 0.726
O -3.339 0.759 -0.589
H -5.126 1.707 1.938
H -5.021 -0.026 1.426
H -5.551 1.422 0.471
H -2.726 0.766 1.232
H -3.263 2.390 0.869
H -2.358 0.583 -0.818
C 3.256 -4.645 0.459
C 1.901 -3.977 0.057
O 1.213 -3.584 1.255
H 3.010 -5.447 1.168
H 4.016 -3.927 0.899
H 3.854 -4.994 -0.535
H 1.425 -4.589 -0.684
H 2.054 -3.053 -0.451
H 0.617 -2.808 0.866
C 0.160 4.742 0.564
C 0.569 3.462 -0.205
O 1.846 3.707 -0.701
H 0.718 4.932 1.361
H -0.784 4.633 1.113
H 0.259 5.713 -0.061
H -0.176 3.493 -1.066
H 0.532 2.615 0.433
H 2.500 3.031 -0.489
C 0.700 2.552 4.884
C 0.632 1.815 3.514
O -0.533 1.033 3.575
H 1.605 2.918 5.183
H 0.351 1.718 5.611
H -0.039 3.274 4.902
H 1.331 0.966 3.532
H 0.632 2.519 2.764
H -0.765 0.818 2.671
C 4.201 2.229 1.702
C 4.058 1.108 0.765
O 2.983 1.307 -0.102
H 5.020 1.861 2.368
H 3.232 2.427 2.191
H 4.577 3.173 1.269
H 3.867 0.148 1.331
H 4.830 0.837 0.293
H 2.671 0.580 -0.084
```

Partial atomic charges computed with the Mulliken method, in multiples of e: 0.239, -0.481, -0.111, -0.025, -0.186, -1.841, 0.484, -0.576, 0.377, 0.506, 0.550, 0.109, 0.064, 0.188, -1.215, 0.360, -0.584, 0.319, 0.223, 0.242, -0.039, 0.330, 0.296, -1.222, 0.135, -0.657, 0.381, 0.256, 0.364, -0.188, 0.497, 0.481, -1.383, 0.475, -0.577, 0.370, 0.168, 0.463, -0.066, 0.121, 0.277, -1.112, 0.380, -0.582, 0.305, 0.238, 0.282, 0.270, -0.161, 0.349, -1.598, 0.723, -0.624, 0.566, 0.362, 0.260, 0.142, -0.240, 0.451, -1.500, 0.779, -0.611, 0.424, 0.277, 0.391, 0.191, -0.282, 0.199, -1.039, -0.570, -0.272, 0.377, 0.101, 0.309, 0.327, 0.736, 0.028

Computed max |F| (eV/Å) in order:
2.3; 3.6; 16.3